ORCA calculation (the ωB97M-V functional and the def2-TZVPD basis) on the ion C3H9N2O with charge +1.

HOMO level   -16.03 eV
Energy above the lowest of the compared OMol25 structures with the same formula, charge and spin   200.5 kJ/mol
Net charge   +1
Frontier orbital gap   12.635 eV
Lowest unoccupied orbital energy   -0.125 hartree

The geometry in XYZ format:
```
15
Properties=species:S:1:pos:R:3:mulliken_charge:R:1
O 2.358 -0.952 -0.453 -0.454
N 0.142 -0.414 -0.482 -0.098
N 1.922 1.087 0.458 -0.297
C -0.320 -1.401 0.473 -0.932
C -0.852 0.696 -0.723 -0.809
C 1.662 -0.074 -0.077 0.526
H 2.854 1.491 0.376 0.320
H -0.338 -1.227 1.516 0.363
H 1.182 1.750 0.510 0.213
H -0.560 1.582 -1.279 0.351
H 0.434 -2.190 0.323 0.378
H -1.290 -1.744 0.061 0.382
H -1.882 0.476 -0.908 0.301
H 0.403 -1.067 -1.219 0.365
H -0.875 1.042 0.402 0.389
```



ORCA calculation (the ωB97M-V functional and the def2-TZVPD basis) on the ion C3H9N2O with charge +1.

HOMO level   -14.60 eV
Energy above the lowest of the compared OMol25 structures with the same formula, charge and spin   200.0 kJ/mol
Net charge   +1
Frontier orbital gap   10.892 eV
Lowest unoccupied orbital energy   -0.136 hartree

The geometry in XYZ format:
```
15
Properties=species:S:1:pos:R:3:mulliken_charge:R:1
O 1.478 -0.671 0.783 -0.670
N 0.645 0.948 2.165 -0.423
N -0.209 -1.377 -1.249 -0.364
C 0.167 0.870 -0.274 -0.921
C -0.975 -0.185 -0.707 -0.486
C 0.796 0.398 0.924 0.765
H -1.698 -0.724 -0.025 0.363
H -1.438 0.309 -1.678 0.324
H 0.771 0.365 2.933 0.259
H -0.635 -2.394 -0.992 0.383
H 0.914 1.077 -0.981 0.436
H -0.208 -1.204 -2.339 0.384
H -0.055 1.693 2.310 0.245
H -0.256 1.901 -0.105 0.347
H 0.704 -1.006 -0.766 0.358
```



ORCA calculation (the ωB97M-V functional and the def2-TZVPD basis) on a cluster of 2 separate species, C3H9N2O in total.

HOMO level   -14.24 eV
Energy above the lowest of the compared OMol25 structures with the same formula, charge and spin   287.7 kJ/mol
Net charge   +1
Frontier orbital gap   10.644 eV
Lowest unoccupied orbital energy   -0.132 hartree

The geometry in XYZ format:
```
15
Properties=species:S:1:pos:R:3:mulliken_charge:R:1
O -1.339 -0.594 0.068 -0.369
N 2.162 0.703 0.092 -0.326
N 1.151 -1.377 -0.431 -0.288
C 1.476 -0.398 0.313 0.223
C -1.326 0.766 -0.205 -0.322
C -2.493 0.142 0.346 -0.266
H 1.408 -1.586 -1.446 0.274
H -3.269 0.028 -0.430 0.222
H 1.326 -0.592 1.446 0.272
H 2.508 1.245 0.865 0.281
H -0.668 1.425 0.280 0.281
H -1.359 1.134 -1.375 0.168
H -2.718 0.224 1.387 0.284
H 0.405 -2.030 -0.158 0.301
H 2.737 0.909 -0.752 0.264
```



ORCA calculation (the ωB97M-V functional and the def2-TZVPD basis) on a cluster of 2 separate species, C3H9N2O in total.

HOMO level (spin up / spin down)   -13.84 / -13.06 eV
Energy above the lowest of the compared OMol25 structures with the same formula, charge and spin   636.9 kJ/mol
Net charge   +1
Frontier orbital gap (spin up / spin down)   9.376 / 8.264 eV
Lowest unoccupied orbital energy (spin up / spin down)   -0.164 / -0.176 hartree

The geometry in XYZ format:
```
15
Properties=species:S:1:pos:R:3:mulliken_charge:R:1
O 3.797 0.545 -0.229 -0.116
N -0.300 -0.039 -0.308 -0.127
N 2.901 -0.126 -0.495 0.262
C -0.262 -1.438 0.124 -0.849
C -1.550 0.656 0.000 -0.846
C 0.797 0.858 0.173 -0.794
H 0.870 0.624 1.235 0.433
H -0.029 0.037 -1.379 0.405
H 0.625 -1.932 -0.043 0.358
H -1.075 -2.143 -0.152 0.334
H -2.392 0.222 -0.590 0.371
H -0.532 -1.244 1.119 0.412
H 0.577 1.858 -0.226 0.402
H -1.638 1.660 -0.218 0.365
H -1.787 0.462 0.988 0.392
```



ORCA calculation (the ωB97M-V functional and the def2-TZVPD basis) on a cluster of 2 separate species, C3H9N2O in total.

HOMO level (spin up / spin down)   -11.14 / -14.39 eV
Energy above the lowest of the compared OMol25 structures with the same formula, charge and spin   344.7 kJ/mol
Net charge   +1
⟨S²⟩   2.003
Frontier orbital gap (spin up / spin down)   7.555 / 7.386 eV
Lowest unoccupied orbital energy (spin up / spin down)   -0.132 / -0.257 hartree
2S+1   3

The geometry in XYZ format:
```
15
Properties=species:S:1:pos:R:3:mulliken_charge:R:1
O -0.203 -1.313 -0.223 -0.343
N 1.735 -0.236 0.617 -0.360
N -1.235 0.532 0.611 -0.405
C -0.187 1.082 -0.386 -0.437
C -1.516 -0.802 0.091 -0.312
C 0.551 -0.203 -0.399 0.070
H -2.080 -1.364 0.829 0.294
H -2.020 1.102 0.576 0.251
H 2.388 0.541 0.635 0.352
H 0.527 1.869 0.028 0.270
H 1.335 -0.594 1.556 0.384
H 1.188 -0.129 -2.002 0.190
H -0.672 1.459 -1.321 0.331
H 2.259 -1.052 0.204 0.388
H -2.071 -0.891 -0.815 0.327
```



ORCA calculation (the ωB97M-V functional and the def2-TZVPD basis) on a cluster of 2 separate species, C3H9N2O2 in total.

HOMO level   -3.98 eV
Energy above the lowest of the compared OMol25 structures with the same formula, charge and spin   103.7 kJ/mol
Net charge   -1
Frontier orbital gap   8.275 eV
Lowest unoccupied orbital energy   0.158 hartree

The geometry in XYZ format:
```
16
Properties=species:S:1:pos:R:3:mulliken_charge:R:1
O 0.642 0.158 2.422 -0.745
O 1.748 1.047 0.640 -0.650
N -0.136 -1.364 -1.929 -0.649
N -0.971 -0.382 0.204 -0.591
C 1.599 0.797 1.875 -0.005
C 0.047 -1.164 -0.487 -0.374
C -1.156 0.997 -0.288 -0.827
H 0.079 -0.509 -2.476 0.229
H -0.604 -0.291 1.182 0.471
H -1.908 1.503 0.355 0.257
H -1.521 1.008 -1.322 0.281
H -1.076 -1.692 -2.142 0.253
H -0.179 1.524 -0.214 0.254
H 0.051 -2.136 -0.027 0.316
H 2.361 1.191 2.535 0.462
H 1.025 -0.687 -0.328 0.320
```